No. 1
ORCA calculation (ωB97M-V/def2-TZVPD) on a structure of composition C43H38F3N7O5PtS.

XYZ file:
```
98
Properties=species:S:1:pos:R:3:mulliken_charge:R:1
Pt 0.65 0.74 1.36 1.020
C -2.21 -3.44 -0.09 -1.611
C -1.59 -2.88 -1.36 1.565
C -1.93 -3.72 -2.57 -1.641
O -0.17 -2.81 -1.21 -0.338
C 0.21 -1.50 -0.82 0.339
C -1.15 -0.75 -0.76 -0.220
O -1.99 -1.54 -1.60 -0.321
C -1.27 0.77 -0.97 1.673
O -0.18 1.38 -0.35 -1.135
C -2.58 1.29 -0.34 0.605
C -3.69 0.51 -0.07 0.422
C -4.86 1.08 0.44 -1.188
C -4.92 2.44 0.69 -0.636
C -3.80 3.23 0.43 -0.904
C -2.65 2.66 -0.08 -0.261
C -1.33 1.18 -2.45 -0.116
C -0.39 2.05 -2.97 0.290
C -0.41 2.42 -4.31 -1.119
C -1.41 1.93 -5.14 -0.683
C -2.39 1.10 -4.61 -0.907
C -2.36 0.73 -3.28 0.045
C 1.52 -1.17 -1.65 2.337
O 1.76 0.26 -1.90 -0.077
C 1.54 -1.70 -3.07 -0.254
C 2.72 -2.15 -3.65 -0.689
C 2.75 -2.48 -5.00 -1.073
C 1.62 -2.32 -5.79 -0.764
C 0.45 -1.84 -5.21 -1.249
C 0.41 -1.53 -3.86 -0.153
C 2.62 -1.67 -0.73 -0.500
C 3.05 -0.80 0.27 -0.264
C 3.97 -1.18 1.23 -0.839
C 4.45 -2.48 1.22 -0.854
C 3.99 -3.38 0.26 -1.265
C 3.08 -2.98 -0.71 0.180
H -1.83 -4.45 0.08 0.522
H -3.30 -3.49 -0.20 0.342
H -1.97 -2.84 0.79 0.059
H -1.56 -4.74 -2.42 0.356
H -1.47 -3.30 -3.46 0.344
H -3.01 -3.75 -2.70 0.391
H 0.55 -1.55 0.22 0.143
H -1.46 -0.91 0.28 -0.793
H -3.67 -0.56 -0.28 0.312
H -5.72 0.45 0.62 0.444
H -5.83 2.88 1.07 0.403
H -3.85 4.30 0.61 0.522
H -1.78 3.27 -0.30 0.510
H 0.37 2.44 -2.31 0.173
H 0.36 3.07 -4.69 0.505
H -1.43 2.21 -6.18 0.426
H -3.19 0.74 -5.25 0.421
H -3.14 0.09 -2.88 0.341
H 3.62 -2.24 -3.07 0.492
H 3.67 -2.83 -5.44 0.446
H 1.65 -2.57 -6.84 0.417
H -0.43 -1.68 -5.82 0.487
H -0.50 -1.14 -3.44 0.848
H 3.04 1.20 0.84 0.813
H 4.31 -0.46 1.96 0.602
H 5.17 -2.79 1.96 0.472
H 4.35 -4.40 0.26 0.441
H 2.71 -3.68 -1.44 0.623
F 3.92 2.48 5.85 -0.242
C 4.34 1.28 5.42 0.567
F 5.39 1.47 4.61 -0.230
F 4.81 0.64 6.52 -0.326
C 3.24 0.48 4.77 -0.048
C 2.90 -0.74 5.31 -0.066
C 1.89 -1.51 4.73 -1.228
C 1.28 -1.01 3.62 0.078
N 1.61 0.18 3.07 -0.092
C 2.58 0.97 3.61 0.467
S 2.96 2.45 2.85 -0.484
H 3.42 -1.09 6.19 0.530
H 1.60 -2.46 5.14 0.476
H 0.48 -1.54 3.11 0.388
N 2.83 3.22 -3.53 -0.662
C 2.79 2.70 -2.50 0.642
N 2.83 2.19 -1.26 -0.949
C 2.34 1.04 -1.03 0.064
N 2.47 0.53 0.29 0.446
C -3.10 3.60 4.01 -1.219
N -2.50 2.40 3.47 0.288
C -3.08 1.08 3.51 -0.448
C -2.02 0.24 2.81 0.206
O -2.06 -0.95 2.62 -0.663
N -1.00 1.09 2.45 -0.270
C -1.30 2.33 2.88 0.403
N -0.47 3.35 2.74 -0.164
H -4.16 3.41 4.17 0.378
H -3.02 4.42 3.29 0.413
H -2.65 3.90 4.96 0.317
H -4.02 1.02 2.96 0.298
H -3.22 0.72 4.54 0.453
H 0.48 3.16 2.42 -0.085
H -0.70 4.26 3.08 0.287
```

Output
HOMO-LUMO gap	8.02	eV
highest occupied orbital energy	-8.0204	eV
multiplicity	1
energy relative to the best compared isomer or geometry (same formula, charge and spin)	0.000	eV
lowest unoccupied orbital energy	-0.004	eV

***

No. 2
ORCA calculation (ωB97M-V/def2-TZVPD) on a cluster of 5 separate species, C43H38F9N6O10PS in total in a non-equilibrium geometry.

XYZ file:
```
108
Properties=species:S:1:pos:R:3:mulliken_charge:R:1
C 5.21 -0.28 1.40 -0.435
O 4.71 1.01 0.89 -0.375
C 3.84 0.64 -0.25 0.092
C 3.24 1.94 -1.05 -0.584
C 2.78 3.19 -0.09 0.214
C 1.32 2.94 0.66 -0.553
C 1.42 1.83 1.91 0.504
C 2.21 2.33 3.26 0.601
C 2.91 3.81 3.47 -0.543
C 1.83 5.07 3.39 0.105
O 0.88 5.27 4.32 -0.514
C 2.34 1.29 4.55 -0.855
C 1.63 -0.18 4.36 -0.519
C 0.83 -0.68 3.00 0.285
N 0.20 -2.03 3.02 -0.508
C -0.54 -2.35 1.74 -0.140
P -1.42 -4.09 1.78 0.120
S -3.06 -4.09 2.86 -0.389
C -0.59 -1.31 0.49 0.258
C -1.43 -1.73 -0.89 0.341
F -1.02 -0.78 -2.00 -0.274
F -1.02 -3.09 -1.41 -0.297
C -3.05 -1.57 -0.67 0.747
F -3.47 -1.60 0.78 -0.196
F -3.68 -2.76 -1.36 -0.218
C -3.68 -0.16 -1.26 0.436
F -3.78 -0.16 -2.77 -0.274
F -2.94 1.06 -0.76 -0.209
C -5.25 0.10 -0.75 0.547
F -5.90 1.05 -1.73 -0.253
F -5.13 0.90 0.52 -0.191
F -6.03 -1.15 -0.59 -0.178
N 0.03 0.06 0.43 0.000
C 0.71 0.33 1.74 -0.028
H 6.11 -0.68 0.72 0.198
H 5.67 -0.18 2.49 0.271
H 4.39 -1.12 1.44 0.142
H 2.99 -0.10 0.11 -0.017
H 4.48 0.03 -1.05 0.224
H 4.12 2.36 -1.74 0.315
H 2.41 1.56 -1.79 0.201
H 2.60 4.14 -0.78 -0.064
H 3.64 3.45 0.66 0.051
H 0.84 3.97 1.03 0.257
H 0.59 2.57 -0.20 0.211
H 3.36 3.86 4.57 0.396
H 3.85 3.99 2.76 0.240
H 1.97 5.80 2.47 0.270
H 2.88 1.57 5.57 0.222
H 1.67 -0.94 5.26 0.324
H -1.55 -4.70 0.49 0.113
H -0.48 -4.95 2.52 0.130
O 4.16 -3.56 -0.53 -0.589
N 5.35 -3.21 -0.56 0.919
O 5.73 -2.03 -0.51 -0.549
C 6.37 -4.26 -0.66 0.124
C 5.97 -5.60 -0.76 -0.303
C 6.95 -6.59 -0.88 -0.447
C 8.30 -6.25 -0.90 -0.403
C 8.69 -4.91 -0.80 -0.547
C 7.72 -3.91 -0.68 -0.192
H 4.92 -5.88 -0.74 0.427
H 6.65 -7.64 -0.96 0.362
H 9.05 -7.02 -1.01 0.365
H 9.74 -4.65 -0.81 0.366
H 8.04 -2.87 -0.60 0.408
O 1.33 5.45 -1.64 -0.599
N 1.85 4.88 -2.61 0.892
O 2.23 3.70 -2.61 -0.490
C 2.04 5.66 -3.83 0.116
C 1.67 7.01 -3.86 -0.272
C 1.87 7.76 -5.03 -0.491
C 2.45 7.16 -6.15 -0.409
C 2.81 5.81 -6.12 -0.559
C 2.61 5.06 -4.96 -0.205
H 1.22 7.49 -3.00 0.408
H 1.59 8.81 -5.06 0.362
H 2.61 7.75 -7.05 0.372
H 3.26 5.35 -7.00 0.363
H 2.90 4.01 -4.96 0.417
O -3.93 3.35 7.65 -0.591
N -4.27 2.33 7.03 0.981
O -4.51 1.24 7.55 -0.585
C -4.38 2.43 5.57 -0.013
C -4.07 3.65 4.93 -0.318
C -4.16 3.73 3.54 -0.625
C -4.54 2.61 2.79 -0.240
C -4.85 1.41 3.43 -0.188
C -4.77 1.32 4.82 -0.489
H -3.77 4.52 5.50 0.448
H -3.92 4.66 3.03 0.399
H -4.60 2.68 1.71 0.396
H -5.16 0.55 2.84 0.375
H -5.02 0.37 5.30 0.438
O -6.51 -8.52 -3.99 -0.582
N -7.50 -7.82 -3.72 0.958
O -8.67 -8.22 -3.72 -0.582
C -7.26 -6.41 -3.39 0.018
C -5.96 -5.90 -3.42 -0.371
C -5.74 -4.55 -3.12 -0.368
C -6.82 -3.72 -2.80 -0.240
C -8.12 -4.23 -2.77 -0.543
C -8.35 -5.58 -3.06 -0.307
H -5.11 -6.53 -3.67 0.424
H -4.74 -4.14 -3.15 0.392
H -6.65 -2.67 -2.58 0.367
H -8.95 -3.58 -2.51 0.378
H -9.36 -5.96 -3.03 0.424
```

Output
HOMO-LUMO gap	6.58	eV
highest occupied orbital energy	-8.4390	eV
multiplicity	1
SMILES string	COCCCCc1c(CC=O)ccc2nc([PH2]=S)c(C(F)(F)C(F)(F)C(F)(F)C(F)(F)F)nc12.O=[N+]([O-])c1ccccc1.O=[N+]([O-])c1ccccc1.O=[N+]([O-])c1ccccc1.O=[N+]([O-])c1ccccc1
lowest unoccupied orbital energy	-1.856	eV

***

No. 3
ORCA calculation (ωB97M-V/def2-TZVPD) on a structure of composition C43H38IrN6O2P.

XYZ file:
```
91
Properties=species:S:1:pos:R:3:mulliken_charge:R:1
Ir 0.36 -0.74 0.17 1.227
C 1.18 1.35 -5.07 -0.716
C -0.15 1.33 -4.68 -0.976
C -0.49 1.23 -3.34 -0.008
C 0.51 1.15 -2.37 -0.829
C 1.84 1.16 -2.77 0.681
C 2.17 1.25 -4.11 -1.435
N 0.15 0.99 -1.00 1.227
C -0.87 1.74 -0.53 -0.075
C -1.26 3.00 -1.08 -0.032
C -2.28 3.72 -0.53 -0.840
C -3.01 3.26 0.60 -0.756
C -2.65 2.08 1.18 -0.605
C -1.60 1.33 0.63 0.216
N -1.19 0.12 1.13 1.959
N -1.63 -0.36 2.22 -1.800
C -1.13 -1.64 2.42 0.228
C -1.67 -2.41 3.45 -0.883
C -1.31 -3.74 3.56 -0.500
C -0.43 -4.28 2.64 -1.185
C 0.11 -3.45 1.67 -0.127
N -0.20 -2.16 1.59 0.657
H 1.44 1.42 -6.12 0.384
H -0.94 1.38 -5.43 0.407
H -1.53 1.18 -3.04 0.535
H 2.62 1.04 -2.03 -0.024
H 3.21 1.24 -4.40 0.440
H -0.73 3.38 -1.94 0.541
H -2.55 4.67 -0.98 0.413
H -3.82 3.85 1.00 0.429
H -3.16 1.69 2.05 0.491
H -2.39 -1.95 4.11 0.561
H -1.73 -4.35 4.35 0.431
H -0.15 -5.32 2.66 0.498
H 0.81 -3.82 0.93 0.432
C 3.28 -2.32 2.52 -0.803
C 3.20 -1.19 3.50 0.648
C 3.76 -1.38 4.76 -0.869
C 3.85 -0.35 5.68 -0.838
C 3.39 0.90 5.34 -0.980
C 2.80 1.10 4.10 -0.750
C 2.65 0.06 3.18 0.759
P 1.95 0.43 1.48 1.913
C 1.35 2.14 1.76 0.412
C 0.38 2.18 2.77 -0.253
C -0.24 3.35 3.15 -0.851
C 0.11 4.53 2.51 -1.072
C 1.04 4.50 1.49 -0.609
C 1.68 3.32 1.09 0.439
C 2.64 3.41 -0.06 -1.944
C 3.44 0.25 0.49 0.931
C 4.63 0.94 0.72 -0.746
C 5.72 0.73 -0.09 -0.882
C 5.63 -0.21 -1.12 -0.838
C 4.48 -0.95 -1.30 -0.637
C 3.36 -0.75 -0.48 -0.103
C 2.14 -1.63 -0.57 -1.925
H 3.67 -3.22 3.00 0.561
H 3.95 -2.06 1.70 0.155
H 2.31 -2.55 2.09 -0.226
H 4.16 -2.36 5.00 0.451
H 4.30 -0.53 6.65 0.391
H 3.48 1.74 6.02 0.479
H 2.46 2.10 3.86 0.405
H 0.10 1.26 3.27 0.639
H -0.99 3.34 3.93 0.455
H -0.37 5.47 2.78 0.374
H 1.29 5.42 0.97 0.408
H 2.51 4.36 -0.58 0.503
H 2.47 2.61 -0.77 0.453
H 3.68 3.36 0.26 0.326
H 4.69 1.66 1.54 0.666
H 6.64 1.28 0.06 0.410
H 6.48 -0.38 -1.77 0.413
H 4.42 -1.70 -2.08 0.526
H 2.35 -2.50 0.06 0.592
H 2.05 -2.00 -1.58 0.930
C -4.37 -2.99 -1.49 -1.165
N -3.03 -2.60 -1.90 0.268
C -2.65 -2.77 -3.20 -0.003
C -1.42 -2.46 -3.60 -1.311
C -0.45 -1.92 -2.65 0.509
O 0.67 -1.63 -3.04 -0.608
N -0.87 -1.74 -1.32 0.122
C -2.14 -2.11 -0.94 0.126
O -2.54 -2.04 0.22 -0.733
H -5.08 -2.67 -2.24 0.398
H -4.59 -2.51 -0.54 0.338
H -4.44 -4.07 -1.36 0.309
H -3.41 -3.16 -3.86 0.384
H -1.09 -2.58 -4.62 0.484
```

Output
HOMO-LUMO gap (alpha / beta)	5.92 / 5.92	eV
highest occupied orbital energy (alpha / beta)	-6.7930 / -6.7916	eV
multiplicity	1
energy relative to the best compared isomer or geometry (same formula, charge and spin)	0.000	eV
lowest unoccupied orbital energy (alpha / beta)	-0.874 / -0.875	eV

***

Taking the records one at a time from the top gives E values of -88113.163 -119171.982 -70373.714 eV.